[1]
Here is the molecule C6H7NO from OMol25. Energies are from ωB97M-V/def2-TZVPD.

**Gap between HOMO and LUMO**: 9.0 eV
**Total charge**: 0
**SMILES**: CC(=O)c1ccc[nH]1
**Energy relative to the best compared isomer or geometry (same formula, charge and spin)**: 261.0 kJ/mol

Cartesian coordinates (Å):
C  -2.163  0.580  1.022
C  -1.416  -0.138  -0.151
O  -2.085  -0.671  -1.084
C  0.080  -0.123  -0.053
C  0.958  -1.098  0.447
C  2.235  -0.605  0.322
C  2.101  0.776  -0.210
N  0.813  0.924  -0.474
H  -3.152  0.484  0.917
H  -1.859  0.370  1.802
H  -1.868  1.724  0.925
H  0.589  -1.966  0.812
H  3.057  -1.215  0.451
H  3.054  1.371  -0.388
H  0.398  1.784  -0.793

---

[2]
Here is a structure of composition C37H58F3HfN2O2PSb from OMol25. Energies are from ωB97M-V/def2-TZVPD.

**Gap between HOMO and LUMO**: 7.1 eV
**Total charge**: +3
**Energy relative to the best compared isomer or geometry (same formula, charge and spin)**: 0.0 kJ/mol

Cartesian coordinates (Å):
Hf  -0.403  -0.412  0.546
O  -4.189  -1.554  1.398
C  -3.124  -1.048  1.503
O  -2.199  -1.000  0.478
C  -2.552  -0.301  2.691
C  -3.335  -0.154  3.813
C  -2.772  0.396  4.959
C  -1.447  0.895  4.890
C  -0.835  1.407  6.078
C  0.485  1.727  6.106
C  1.208  1.613  4.927
C  0.654  1.185  3.736
C  -0.698  0.788  3.662
N  -1.312  0.155  2.557
H  -4.370  -0.485  3.729
H  -3.316  0.538  5.890
H  -1.450  1.468  6.955
H  0.902  2.061  7.071
H  2.227  1.953  4.951
H  1.313  1.068  2.903
F  -0.159  -6.575  4.285
C  0.105  -6.489  2.977
F  1.330  -6.942  2.745
F  -0.776  -7.259  2.306
C  0.057  -5.059  2.424
C  0.082  -3.925  3.233
C  0.073  -2.703  2.592
N  0.023  -2.577  1.257
C  0.018  -3.682  0.496
C  0.049  -4.949  1.032
H  0.093  -4.067  4.273
H  0.060  -1.785  3.167
H  -0.028  -3.577  -0.579
H  0.048  -5.781  0.377
C  -3.480  -1.272  -2.422
C  -2.158  -0.698  -2.944
C  -2.331  -0.462  -4.433
C  -1.017  -1.680  -2.697
Sb  -1.514  1.186  -1.882
C  -3.037  2.465  -0.932
C  -2.424  3.059  0.323
C  -4.265  1.614  -0.569
C  -3.478  3.593  -1.864
C  -0.311  2.470  -3.259
C  0.026  3.730  -2.422
C  -1.146  2.920  -4.480
C  0.930  1.800  -3.822
H  -3.620  -2.224  -2.985
H  -4.367  -0.706  -2.684
H  -3.531  -1.528  -1.351
H  -2.561  -1.409  -4.948
H  -1.427  -0.079  -4.928
H  -3.124  0.257  -4.609
H  -1.220  -2.687  -3.130
H  -0.747  -1.901  -1.676
H  -0.112  -1.307  -3.190
H  -2.031  2.345  1.044
H  -3.209  3.619  0.869
H  -1.628  3.785  0.138
H  -4.041  0.768  0.066
H  -4.794  1.189  -1.438
H  -4.987  2.226  -0.020
H  -2.681  4.334  -1.978
H  -4.317  4.100  -1.420
H  -3.804  3.269  -2.853
H  -0.792  4.425  -2.370
H  0.841  4.302  -2.873
H  0.365  3.540  -1.399
H  -2.045  3.464  -4.251
H  -1.340  2.032  -5.086
H  -0.455  3.501  -5.118
H  1.575  1.310  -3.101
H  1.539  2.636  -4.244
H  0.721  1.087  -4.608
C  4.922  -0.534  0.570
C  3.534  -0.619  1.114
C  3.419  -1.963  1.810
P  2.292  -0.255  -0.226
C  2.234  1.585  -0.476
C  3.522  2.325  -0.813
C  1.597  2.294  0.670
C  2.677  -1.116  -1.775
C  2.812  -2.607  -1.491
C  3.817  -0.534  -2.560
H  5.631  -0.488  1.423
H  5.051  0.407  -0.022
H  5.157  -1.399  -0.074
H  3.381  0.165  1.881
H  3.911  -2.792  1.219
H  2.391  -2.236  2.009
H  3.942  -1.933  2.763
H  1.545  1.617  -1.331
H  4.112  2.347  0.104
H  3.292  3.402  -1.094
H  4.100  1.867  -1.614
H  2.211  2.242  1.561
H  0.554  1.920  1.000
H  1.451  3.353  0.456
H  1.760  -0.978  -2.347
H  3.873  -2.816  -1.331
H  2.432  -3.173  -2.339
H  2.314  -2.918  -0.565
H  4.688  -0.402  -1.923
H  3.494  0.412  -3.069
H  4.112  -1.177  -3.412

---

[3]
Here is a cluster of 2 separate species, C5H13NO in total from OMol25. Energies are from ωB97M-V/def2-TZVPD.

**Gap between HOMO and LUMO**: 8.7 eV
**Total charge**: 0
**SMILES**: CC/C=C(/C)N.O
**Energy relative to the best compared isomer or geometry (same formula, charge and spin)**: 119.8 kJ/mol

Cartesian coordinates (Å):
C  -0.272  -1.600  -2.002
C  -1.048  -0.938  -0.844
C  -0.196  -1.035  0.419
C  0.061  0.028  1.182
C  0.988  -0.144  2.381
N  -0.391  1.315  1.007
H  -0.923  -1.866  -2.830
H  0.087  -2.563  -1.620
H  0.594  -1.053  -2.381
H  -1.402  0.069  -1.095
H  -2.060  -1.347  -0.729
H  0.182  -2.010  0.685
H  0.792  -0.955  3.081
H  1.118  0.778  2.958
H  1.986  -0.361  2.000
H  -0.411  1.955  1.779
H  -1.025  1.546  0.264
O  0.408  2.977  -1.575
H  0.195  2.083  -1.328
H  1.319  3.120  -1.353

---

[4]
Here is a cluster of 4 separate species, C34H41BrCl2N2O6S in total from OMol25. Energies are from ωB97M-V/def2-TZVPD.

**Gap between HOMO and LUMO**: 6.5 eV
**Total charge**: 0
**SMILES**: C=Cc1cc(Cl)cc2c1N(CCCBr)c1c(Cl)cc(-c3ccccn3)cc1S2.CCOC(C)=O.CCOC(C)=O.CCOC(C)=O

Cartesian coordinates (Å):
C  1.692  1.576  -1.724
C  0.307  1.985  -1.626
C  -0.190  2.571  -0.219
C  0.783  3.520  0.523
C  0.372  4.161  1.871
Cl  1.470  5.276  2.837
C  -1.026  3.870  2.470
C  -1.976  2.889  1.709
C  -1.611  2.216  0.368
N  -2.428  1.309  -0.443
C  -1.932  -0.104  -0.467
C  -1.019  -0.539  0.771
C  -1.838  -0.599  2.184
Br  -1.818  -2.514  2.833
C  -3.870  1.432  -0.238
C  -4.781  0.940  -1.428
Cl  -4.058  0.280  -2.993
C  -6.330  1.014  -1.339
C  -7.053  1.587  -0.092
C  -8.644  1.727  0.035
C  -9.619  0.773  -0.676
C  -11.177  0.842  -0.609
C  -11.658  2.068  0.258
C  -10.541  2.937  0.862
N  -9.132  2.813  0.808
C  -6.172  2.071  1.098
C  -4.619  1.967  1.003
S  -3.640  2.562  2.459
H  2.500  2.380  -1.836
H  1.935  0.462  -1.729
H  -0.358  1.921  -2.553
H  1.807  3.760  0.071
H  -1.322  4.379  3.454
H  -2.864  -0.790  -0.441
H  -1.415  -0.336  -1.475
H  -0.030  0.033  0.864
H  -0.714  -1.633  0.571
H  -2.927  -0.298  2.042
H  -1.280  -0.005  2.980
H  -6.928  0.644  -2.234
H  -9.159  -0.065  -1.316
H  -11.880  0.124  -1.136
H  -12.767  2.302  0.407
H  -10.920  3.847  1.464
H  -6.705  2.503  2.022
C  4.500  -4.437  -1.494
C  4.244  -2.965  -1.722
O  2.847  -2.656  -1.596
C  2.210  -2.373  -0.436
C  2.879  -2.655  0.886
O  1.070  -1.959  -0.468
H  4.224  -4.739  -0.488
H  5.557  -4.672  -1.649
H  3.900  -5.039  -2.182
H  4.847  -2.324  -1.075
H  4.518  -2.711  -2.749
H  2.587  -3.639  1.237
H  2.540  -1.903  1.602
H  3.963  -2.581  0.858
C  4.093  -8.896  3.379
C  3.643  -8.490  1.990
O  3.336  -7.088  1.938
C  4.245  -6.122  1.721
C  5.705  -6.459  1.819
O  3.882  -4.981  1.523
H  5.011  -8.382  3.672
H  4.271  -9.973  3.426
H  3.333  -8.632  4.118
H  4.364  -8.763  1.217
H  2.716  -9.014  1.746
H  6.054  -6.252  2.832
H  6.252  -5.828  1.114
H  5.939  -7.487  1.552
C  4.437  7.405  -1.504
C  5.451  6.471  -2.134
O  5.143  5.100  -1.834
C  4.286  4.344  -2.543
C  3.369  5.010  -3.529
O  4.209  3.154  -2.330
H  3.433  7.234  -1.897
H  4.708  8.447  -1.689
H  4.387  7.240  -0.425
H  5.553  6.624  -3.211
H  6.435  6.664  -1.701
H  2.420  5.236  -3.040
H  3.193  4.319  -4.356
H  3.779  5.916  -3.971

---

[5]
Here is a cluster of 2 separate species, C5H12NO in total from OMol25. Energies are from ωB97M-V/def2-TZVPD.

**Gap between HOMO and LUMO (spin up / spin down)**: 6.5 / 9.2 eV
**Multiplicity**: 2
**Total charge**: 0
**Energy relative to the best compared isomer or geometry (same formula, charge and spin)**: 42.5 kJ/mol

Cartesian coordinates (Å):
C  -1.626  -0.842  -1.432
C  -1.667  -0.535  0.060
C  -0.486  -1.007  0.856
C  -0.592  -1.974  1.784
C  0.810  0.983  0.139
N  0.580  -0.112  0.918
H  -1.624  -1.931  -1.567
H  -2.464  -0.384  -1.953
H  -0.672  -0.591  -1.912
H  -1.934  0.496  0.289
H  -2.507  -1.114  0.454
H  -1.566  -2.430  1.875
H  0.214  -2.407  2.361
H  0.271  1.174  -0.768
H  1.597  1.655  0.391
H  1.144  -0.262  1.733
H  4.075  3.301  -0.583
H  3.210  3.078  -1.799
O  3.239  2.900  -0.848

---

[6]
Here is the molecule C14H20N6OS from OMol25. Energies are from ωB97M-V/def2-TZVPD.

**Gap between HOMO and LUMO**: 8.6 eV
**Total charge**: 0
**SMILES**: C[C@@H]1CCC[C@H](C)N1C(=O)CSc1nc2ncnc(N)c2[nH]1
**Energy relative to the best compared isomer or geometry (same formula, charge and spin)**: 0.0 kJ/mol

Cartesian coordinates (Å):
C  2.552  -0.664  1.166
C  2.306  0.719  0.551
C  3.577  1.577  0.549
C  3.906  2.113  1.936
C  2.719  2.918  2.447
C  1.434  2.088  2.477
C  1.381  1.115  3.657
N  1.209  1.427  1.191
C  -0.052  1.487  0.705
O  -0.962  2.018  1.314
C  -0.337  0.911  -0.677
S  -0.291  -0.913  -0.694
C  -1.727  -1.230  -1.610
N  -2.471  -0.325  -2.182
C  -3.476  -1.018  -2.789
N  -4.481  -0.523  -3.508
C  -5.299  -1.437  -3.978
N  -5.246  -2.753  -3.814
C  -4.252  -3.277  -3.100
N  -4.191  -4.638  -3.001
C  -3.307  -2.406  -2.558
N  -2.168  -2.509  -1.790
H  3.096  -0.604  2.102
H  3.134  -1.266  0.473
H  1.606  -1.168  1.343
H  2.028  0.550  -0.492
H  4.401  0.977  0.161
H  3.428  2.424  -0.126
H  4.133  1.293  2.619
H  4.791  2.750  1.884
H  2.913  3.296  3.451
H  2.568  3.776  1.788
H  0.584  2.771  2.591
H  2.271  0.500  3.728
H  0.513  0.469  3.558
H  1.282  1.681  4.580
H  0.353  1.281  -1.436
H  -1.359  1.174  -0.953
H  -6.130  -1.078  -4.570
H  -3.703  -5.047  -2.223
H  -5.016  -5.119  -3.320
H  -1.715  -3.340  -1.451

---

[7]
Here is a cluster of 2 separate species, C9H14NO7P in total from OMol25. Energies are from ωB97M-V/def2-TZVPD.

**Gap between HOMO and LUMO**: 8.1 eV
**Total charge**: 0
**SMILES**: CCC1=C(P(=O)(O)O)C(=O)OC1=O.CNC(C)=O

Cartesian coordinates (Å):
C  -1.258  2.913  2.850
C  -0.972  3.441  1.425
C  -0.682  2.312  0.512
C  0.451  1.889  -0.076
P  2.076  2.644  0.027
O  1.991  4.082  0.310
O  2.884  1.803  1.093
O  2.805  2.194  -1.301
C  0.129  0.668  -0.847
O  0.783  0.042  -1.611
O  -1.199  0.334  -0.598
C  -1.766  1.346  0.120
O  -2.936  1.440  0.320
H  -2.297  2.605  2.933
H  -0.653  2.029  3.051
H  -1.019  3.667  3.592
H  -0.135  4.134  1.419
H  -1.847  3.977  1.051
H  3.037  2.391  1.851
H  2.281  2.492  -2.062
C  1.059  -4.666  -1.730
N  0.334  -4.469  -0.491
C  -0.742  -3.667  -0.262
C  -1.268  -2.870  -1.432
O  -1.241  -3.598  0.849
H  1.022  -5.713  -2.038
H  2.106  -4.378  -1.616
H  0.625  -4.061  -2.518
H  0.640  -4.974  0.326
H  -2.113  -2.282  -1.092
H  -0.501  -2.196  -1.815
H  -1.593  -3.528  -2.239

---

[8]
Here is the ion C6H8N with charge +1 from OMol25. Energies are from ωB97M-V/def2-TZVPD.

**Gap between HOMO and LUMO**: 9.3 eV
**Total charge**: +1
**SMILES**: C#CC=C=C[NH2+]C
**Energy relative to the best compared isomer or geometry (same formula, charge and spin)**: 567.4 kJ/mol

Cartesian coordinates (Å):
C  4.210  -0.625  -0.473
C  3.240  0.110  -0.367
C  2.230  1.025  -0.177
C  1.270  0.580  0.533
C  0.288  -0.036  1.123
N  -0.982  -0.468  0.354
C  -1.151  0.330  -0.833
H  5.167  -1.086  -0.611
H  2.476  2.051  -0.383
H  0.171  -0.410  2.185
H  -0.632  -1.464  0.037
H  -1.772  -0.475  1.026
H  -1.847  1.233  -0.626
H  -0.110  0.817  -1.035
H  -1.491  -0.135  -1.853

---

[9]
Here is the molecule C4H5NO from OMol25. Energies are from ωB97M-V/def2-TZVPD.

**Gap between HOMO and LUMO**: 11.0 eV
**Total charge**: 0
**SMILES**: C#CCNC=O
**Energy relative to the best compared isomer or geometry (same formula, charge and spin)**: 221.5 kJ/mol

Cartesian coordinates (Å):
C  0.794  -1.975  -0.588
C  0.756  -0.791  -0.383
C  0.801  0.673  -0.201
N  -0.335  1.168  0.579
C  -1.491  0.437  0.301
O  -1.966  0.325  -0.801
H  0.924  -3.012  -0.798
H  0.806  1.142  -1.186
H  1.725  0.939  0.322
H  -0.139  1.200  1.571
H  -1.874  -0.106  1.184

---

[10]
Here is a structure of composition C6H13B3NO6 from OMol25. Energies are from ωB97M-V/def2-TZVPD.

**Gap between HOMO and LUMO**: 4.3 eV
**Total charge**: -1
**Energy relative to the best compared isomer or geometry (same formula, charge and spin)**: 330.5 kJ/mol

Cartesian coordinates (Å):
C  4.525  0.151  0.601
O  4.865  1.162  -0.327
C  3.855  2.138  -0.456
B  2.464  1.556  -0.946
O  2.270  1.009  -2.192
B  1.639  -0.214  -2.078
O  0.575  -0.358  -1.223
B  0.506  0.559  -0.222
O  -0.524  0.406  0.730
C  -1.136  1.520  0.840
N  -1.711  2.531  0.904
O  1.389  1.591  -0.071
H  3.774  0.469  1.310
H  5.412  -0.095  1.161
H  4.232  -0.746  0.067
H  4.203  2.837  -1.204
H  3.697  2.713  0.453
H  2.044  -1.161  -2.665
C  -4.787  -1.044  1.209
C  -3.571  -1.941  0.875
C  -3.040  -1.519  -0.517
O  -3.924  -3.246  0.875
H  -5.588  -1.200  0.482
H  -5.173  -1.284  2.202
H  -4.526  0.030  1.201
H  -2.766  -1.633  1.604
H  -3.794  -1.680  -1.291
H  -2.152  -2.100  -0.780
H  -2.758  -0.450  -0.541

---

[11]
Here is a structure of composition C7H11N from OMol25. Energies are from ωB97M-V/def2-TZVPD.

**Gap between HOMO and LUMO**: 10.1 eV
**Total charge**: 0
**Energy relative to the best compared isomer or geometry (same formula, charge and spin)**: 1057.0 kJ/mol

Cartesian coordinates (Å):
C  1.586  0.408  0.805
C  0.129  0.193  0.165
C  -0.519  -2.041  -0.161
C  -2.336  0.838  0.855
C  -0.975  1.200  0.648
C  0.087  0.130  -1.281
C  1.261  0.036  -1.808
H  2.716  0.367  -0.018
H  1.544  1.783  1.347
H  1.506  -0.650  1.731
H  -0.276  -2.481  -1.270
H  -0.921  -3.043  0.300
H  -2.906  1.611  1.548
H  -2.698  -0.132  0.846
H  -0.497  2.318  1.148
H  -0.730  -0.143  -1.746
H  2.066  0.412  -0.914
H  1.401  0.236  -2.872
N  -0.438  -1.044  0.678

---

[12]
Here is the molecule C5H7N3 from OMol25. Energies are from ωB97M-V/def2-TZVPD.

**Gap between HOMO and LUMO**: 9.5 eV
**Total charge**: 0
**SMILES**: [H]/N=C(/C)NC(=C)C#N
**Energy relative to the best compared isomer or geometry (same formula, charge and spin)**: 292.1 kJ/mol

Cartesian coordinates (Å):
H  -1.149  -1.442  1.016
N  -1.725  -0.656  0.731
C  -1.099  0.296  0.184
C  -1.830  1.550  -0.199
N  0.250  0.361  -0.135
C  1.208  -0.614  0.078
C  1.128  -1.929  -0.150
C  2.467  0.125  -0.030
N  3.578  0.419  0.117
H  -1.413  2.408  0.333
H  -2.880  1.438  0.059
H  -1.747  1.730  -1.273
H  1.009  1.243  -0.223
H  0.185  -2.395  -0.388
H  2.017  -2.535  -0.121

---

| no. | calculated total energy (Ha) |
| --- | --- |
| 1 | -362.71406 |
| 2 | -2633.00509 |
| 3 | -328.27322 |
| 4 | -5773.17190 |
| 5 | -327.61088 |
| 6 | -1347.51033 |
| 7 | -1274.27126 |
| 8 | -287.74014 |
| 9 | -285.33021 |
| 10 | -817.41431 |
| 11 | -327.68538 |
| 12 | -358.90712 |